(1)
63
Properties=species:S:1:pos:R:3:forces:R:3 method="wB97M-V/def2-TZVPD" homo_lumo_gap_ev=7.75 homo_ev=-7.24 charge=-1 energy_ev=-68036.189 lumo_energy_ev=0.51 relative_energy_ev=0.0542
Rb 5.09676 3.19994 -1.16517 -0.37 -0.41 -0.25
O -0.24424 -3.88406 1.22383 1.36 3.83 0.19
C -0.03224 -2.64106 1.10783 -1.21 -9.21 2.59
O 0.86476 -1.95406 1.67883 2.79 1.53 0.83
B 0.89876 -0.67406 0.96083 -2.42 -1.12 1.25
O -0.36524 -0.73706 0.19983 1.92 5.09 -0.85
C -0.88324 -1.86206 0.32683 -3.99 -2.16 -3.06
O -1.84224 -2.31906 -0.25717 -0.21 0.87 0.23
O 2.04076 -0.50006 0.11583 -2.77 -7.45 -2.00
C 2.59176 0.52294 0.40683 2.78 4.99 -2.81
O 3.32276 1.11794 -0.31817 3.02 1.24 -0.92
C 1.95176 1.13594 1.48483 1.47 3.16 4.84
O 0.97176 0.48594 1.89783 -2.98 -2.70 -0.30
O 2.42476 2.02794 2.14283 0.92 1.78 -0.03
O 3.30776 0.26794 -3.33617 -2.06 -1.87 1.10
C 2.33376 -0.46206 -3.02417 6.10 6.32 -2.02
O 2.23876 -1.67206 -3.19717 -0.10 -5.19 -0.50
B 0.83876 -2.01306 -3.09717 -2.18 -1.22 0.39
O 0.15776 -0.76906 -2.68117 -0.56 -1.11 -0.58
C 1.09376 0.08894 -2.58717 -1.81 3.99 2.50
O 0.95776 1.20094 -2.08617 0.14 -0.65 -0.86
O 0.31776 -2.54706 -4.39117 1.98 6.29 0.28
C -0.00824 -3.69906 -4.14517 0.39 -8.21 -5.66
O 0.02676 -4.60506 -5.01517 -0.99 1.76 1.93
C -0.09724 -3.96506 -2.75817 -5.79 -5.25 3.06
O 0.40976 -3.06006 -2.08317 4.07 5.00 1.19
O -0.83824 -4.79506 -2.22517 1.36 0.12 -1.36
O -2.00424 0.85294 -1.68817 0.20 -1.76 1.44
H -1.82424 1.46894 -2.35617 0.45 1.23 -1.47
H -1.22724 0.24994 -1.63217 -0.86 0.60 -0.22
O 1.07676 2.23494 4.46783 -1.55 -1.00 -0.16
H 1.85476 1.97094 4.01183 0.96 -0.33 -0.91
H 1.35876 2.86994 5.08383 0.37 1.34 1.36
O -2.98224 0.47694 0.79083 -0.23 -0.08 0.30
H -2.65124 0.64894 -0.09617 0.11 0.43 -0.36
H -3.28424 -0.43606 0.71683 -0.24 -0.10 0.42
O 0.14776 4.61494 2.91783 0.20 0.13 0.02
H 1.06276 4.36094 2.84683 0.85 0.40 -0.11
H -0.17924 3.71994 3.03483 -1.16 -0.33 0.02
O -2.65024 -4.49106 2.76483 -0.16 1.55 0.92
H -1.84324 -4.50506 2.25583 0.35 -0.37 -0.58
H -3.13124 -5.29306 2.71383 -0.21 -1.17 -0.42
O 0.40176 2.94894 -0.19317 0.55 0.56 0.87
H 0.05676 3.77294 -0.53817 -0.36 0.08 0.15
H 0.21576 2.28294 -0.84617 -0.40 -0.62 -0.66
O -4.97024 -1.79306 -0.12617 0.11 1.18 -1.01
H -4.49824 -2.63206 -0.08417 0.32 0.27 -0.36
H -4.64824 -1.25406 -0.90917 -0.29 -1.45 1.33
O 2.46176 3.86894 -1.99717 -0.75 0.13 1.04
H 2.14076 4.57994 -1.38717 0.42 -1.00 -0.74
H 1.95476 3.06394 -1.69217 0.62 0.89 -0.45
O -2.71924 -2.40106 -3.04217 0.45 1.62 -0.04
H -2.39524 -2.47306 -2.13817 -0.02 -0.14 0.33
H -3.05324 -3.23806 -3.28917 -0.43 -1.47 -0.20
O -1.37324 2.13494 2.43383 -0.76 0.48 0.47
H -2.00024 1.61094 1.91183 -0.43 -0.11 -0.19
H -0.56424 1.67394 2.28483 0.99 -0.34 -0.23
O -1.27924 -0.55706 3.49883 1.16 0.04 0.24
H -1.25624 0.40794 3.58483 -0.63 0.14 -0.09
H -0.32624 -0.73006 3.61883 -0.62 -0.37 0.03
O 3.64576 4.21294 0.93083 -0.99 -0.45 0.74
H 4.08676 4.24494 1.78683 0.12 0.18 0.00
H 2.86076 3.64194 1.18183 0.97 0.42 -0.64

(2)
38
Properties=species:S:1:pos:R:3:forces:R:3 method="wB97M-V/def2-TZVPD" homo_lumo_gap_ev="7.34 / 7.53" homo_ev="-12.04 / -12.03" charge=+1 spin_multiplicity=6 energy_ev=-55545.820 lumo_energy_ev="-4.70 / -4.51"
Dy 0.22012 0.00339 -0.77598 0.27 0.01 -2.83
H -1.19689 -0.57739 0.59547 -1.59 3.75 -0.31
H -1.21287 0.49295 0.61483 -1.48 -3.89 -0.37
P -0.03355 -2.54012 -0.80445 -0.93 0.36 0.49
P -0.03568 2.54552 -0.78034 -0.90 -0.35 0.51
C 1.40687 3.32677 -0.10331 0.16 0.75 0.08
H 1.31729 4.37364 -0.39289 0.56 0.25 0.24
H 1.40818 3.21833 0.98479 -0.01 0.12 -0.12
H 2.32536 2.88572 -0.50057 -0.09 0.16 -0.02
C 0.00884 2.75592 -2.57736 -0.04 0.26 -0.10
H -0.85929 2.28222 -3.05337 0.15 0.20 0.22
H -0.01248 3.83866 -2.72435 0.10 -0.06 -0.51
H 0.92228 2.33016 -3.01475 -0.10 0.25 0.07
C -1.51228 3.30610 -0.16919 -0.05 0.82 -0.03
H -1.53422 3.21917 0.91824 -0.03 0.13 -0.06
H -1.43254 4.34487 -0.48239 -0.58 0.34 0.26
H -2.39606 2.82628 -0.59109 0.12 0.06 -0.04
C 0.18816 -2.73695 -2.59102 0.00 -0.22 -0.11
H 0.14326 -3.81706 -2.75360 0.14 0.08 -0.49
H -0.60742 -2.22832 -3.15153 0.10 -0.22 0.24
H 1.15774 -2.34248 -2.92504 -0.11 -0.26 0.05
C 1.30464 -3.36801 0.00970 0.15 -0.77 0.08
H 1.19090 -3.27022 1.09237 0.00 -0.11 -0.11
H 1.21776 -4.40830 -0.30158 0.52 -0.28 0.30
H 2.27038 -2.94759 -0.28199 -0.08 -0.15 -0.03
C -1.58919 -3.26462 -0.36328 -0.05 -0.82 -0.03
H -2.41124 -2.75631 -0.86903 0.14 -0.05 -0.02
H -1.50510 -4.30299 -0.67824 -0.60 -0.31 0.19
H -1.72385 -3.18732 0.71738 -0.02 -0.13 -0.09
C 1.74746 -0.00302 0.83037 8.88 -0.04 7.84
O 2.63221 -0.00529 1.66022 -4.71 0.02 -4.98
H -1.45932 -0.00360 -1.58546 -1.23 -0.01 -1.13
B 0.00043 -0.00041 4.51363 -0.33 0.07 1.82
C -0.00845 0.00226 3.05167 0.52 0.00 -3.86
N 0.06776 0.00830 1.85928 1.11 0.09 2.87
H -0.99156 0.57249 4.87531 -0.18 0.06 0.10
H 0.99258 0.57321 4.87282 0.22 0.10 -0.10
H -0.00021 -1.14599 4.87472 -0.02 -0.21 -0.02

(3)
42
Properties=species:S:1:pos:R:3:forces:R:3 method="wB97M-V/def2-TZVPD" homo_lumo_gap_ev=5.27 homo_ev=-16.23 charge=+3 energy_ev=-25866.634 lumo_energy_ev=-10.97 relative_energy_ev=1.4239
Ba 6.18479 3.32715 -0.14960 -0.89 -1.32 -0.66
Ba 1.61317 5.51003 1.39174 -0.96 -0.45 -0.98
N 2.31965 2.66846 -0.41423 -0.18 0.13 0.50
O 2.31595 1.51267 -0.67506 0.24 -0.58 -0.28
O 1.30084 3.25261 0.02205 0.37 0.71 0.23
O 3.40982 3.36515 -0.53078 0.75 0.90 0.69
C 2.36286 7.30926 -2.30473 0.47 -0.29 0.27
C 1.51977 6.04828 -2.17555 0.31 0.69 -0.34
O 0.62831 6.18940 -1.02967 0.16 -0.38 0.29
H 2.64072 7.72592 -1.32682 -0.23 -0.02 0.02
H 1.85049 8.08140 -2.86911 0.06 0.11 0.02
H 3.32106 7.07342 -2.77327 -0.19 0.09 -0.34
H 2.14128 5.15786 -2.06619 -0.16 -0.07 0.33
H 0.94470 5.92016 -3.08999 -0.21 -0.16 0.14
H -0.28208 6.19013 -1.34924 -0.08 0.02 0.10
C 1.77601 -0.15085 3.62542 -0.16 0.36 0.02
C 1.29653 1.07730 2.84666 0.31 -1.11 -0.51
O -0.00852 0.90962 2.34227 -0.30 0.62 0.25
H 1.71066 -1.04838 3.01303 -0.03 -0.02 -0.02
H 1.13102 -0.26607 4.49506 0.05 -0.18 0.01
H 2.80627 -0.03807 3.97179 -0.02 0.05 0.00
H 1.96645 1.23130 1.97684 0.20 0.36 0.32
H 1.29600 1.93106 3.52995 -0.06 0.21 -0.19
H -0.00936 0.40623 1.52284 0.09 -0.17 0.08
C 2.86595 -2.50701 -2.55328 0.59 -0.19 -0.55
C 2.00029 -1.34453 -2.99354 -0.13 0.03 -0.42
O 1.13159 -0.85730 -1.97687 0.08 0.01 -0.10
H 2.36944 -3.47368 -2.60420 -0.26 0.11 0.24
H 3.28606 -2.38401 -1.55217 -0.08 0.11 0.05
H 3.70053 -2.59104 -3.26346 -0.02 -0.01 0.16
H 1.38386 -1.64156 -3.84384 -0.15 -0.11 0.20
H 2.61310 -0.53058 -3.41158 0.07 0.04 0.32
H 1.63808 -0.23596 -1.45282 -0.15 -0.07 0.06
C 6.16949 -1.45056 -0.52749 0.37 -0.17 -0.73
C 5.99055 -0.21544 -1.38052 0.02 0.39 1.06
O 5.26388 0.84239 -0.60010 0.81 0.33 0.00
H 7.03306 -1.37882 0.13057 -0.25 0.19 0.33
H 6.41934 -2.27638 -1.19925 -0.25 -0.07 0.07
H 5.25119 -1.69697 0.00309 0.04 -0.16 0.09
H 5.42367 -0.38291 -2.28910 0.03 0.02 -0.11
H 6.96676 0.23834 -1.55964 -0.06 -0.06 -0.49
H 4.54839 0.39060 -0.13476 -0.20 0.12 -0.10

(4)
39
Properties=species:S:1:pos:R:3:forces:R:3 method="wB97M-V/def2-TZVPD" homo_lumo_gap_ev=6.57 homo_ev=-8.68 charge=0 energy_ev=-40743.782 lumo_energy_ev=-2.11 relative_energy_ev=6.4648
Ca -0.54527 0.69757 0.32651 -0.15 -0.10 0.08
F -3.00929 1.00569 -2.04017 1.42 -0.12 1.40
F 1.60316 0.11832 3.04920 -1.12 0.30 -1.44
C -2.97867 1.77783 5.16653 0.00 0.58 -0.76
C -3.82624 2.46129 4.08217 -1.43 -0.57 0.69
O -3.42266 1.99639 2.83630 2.08 -0.98 -1.73
H -3.29751 2.06429 6.16872 0.05 0.14 -0.09
H -1.94198 2.06581 4.99208 0.11 -0.05 0.31
H -3.03720 0.69216 5.08912 -0.13 0.06 -0.13
H -3.84525 3.55080 4.10851 0.35 0.11 0.31
H -4.85782 2.11839 4.16207 -0.33 0.23 0.60
H -3.91426 2.26125 2.05541 -0.54 0.39 0.53
C 3.14657 -2.42171 -4.07653 0.59 -0.27 1.29
C 2.73149 -1.14892 -3.34494 -0.87 0.36 -0.56
O 2.25907 -1.29681 -1.97308 0.16 0.14 -1.37
H 2.39843 -3.17280 -4.32999 -0.53 0.69 -0.34
H 3.74603 -3.00292 -3.37586 0.67 0.03 -0.06
H 3.76835 -2.12345 -4.92064 -0.14 -0.32 -0.11
H 1.97257 -0.66316 -3.95828 -0.74 -0.15 0.52
H 3.50597 -0.38632 -3.42701 0.61 -0.29 0.55
H 2.94692 -1.78724 -1.51708 0.06 -0.05 0.24
C -1.30346 -5.74374 0.18077 0.62 -0.82 0.37
C -2.25110 -4.59720 0.16396 -0.88 -0.66 -1.86
O -1.73310 -3.49730 0.81618 0.39 1.11 0.73
H -0.31334 -5.55783 -0.23539 -0.10 0.42 -0.16
H -1.68686 -6.62911 -0.32640 -0.19 0.00 0.14
H -1.14226 -5.97366 1.23398 0.11 -0.49 0.13
H -3.21524 -4.92508 0.55258 -0.15 0.06 0.44
H -2.47562 -4.31120 -0.86360 0.11 0.27 -0.09
H -1.34220 -3.84556 1.62085 0.16 0.30 0.31
C 3.34250 4.47421 -1.61747 -0.50 0.33 0.26
C 1.80736 4.52296 -1.52988 1.03 -0.32 -1.83
O 1.34011 3.92184 -0.35568 -0.85 -0.31 0.32
H 3.77074 5.21113 -0.93802 0.21 0.26 -0.29
H 3.63835 4.62426 -2.65576 0.23 0.32 0.14
H 3.76336 3.52359 -1.28990 -0.39 -0.22 -0.09
H 1.42705 4.02894 -2.42398 -0.20 -1.08 0.39
H 1.37849 5.49043 -1.79103 0.24 0.67 1.02
H 1.59282 4.47683 0.38575 0.04 0.00 0.15

(5)
38
Properties=species:S:1:pos:R:3:forces:R:3 method="wB97M-V/def2-TZVPD" homo_lumo_gap_ev=4.67 homo_ev=-11.69 charge=+1 energy_ev=-38024.506 lumo_energy_ev=-7.02 relative_energy_ev=0.0000
Ca -1.39652 3.27534 -2.33011 0.85 -2.10 1.33
F -0.67611 1.52948 -1.30175 -0.82 2.03 -1.24
C -1.95883 0.09419 3.44667 -0.34 -0.02 -0.05
C -1.27061 0.22516 2.10911 -0.03 0.37 0.06
O -1.91258 1.26480 1.33585 -0.03 0.12 0.19
H -3.01278 -0.17345 3.34579 0.07 -0.07 -0.08
H -1.91940 1.02908 4.00666 0.11 0.02 -0.06
H -1.45849 -0.67736 4.03154 -0.03 -0.01 0.03
H -1.31243 -0.70078 1.53005 0.12 -0.06 0.15
H -0.22987 0.50101 2.31901 0.00 -0.08 -0.34
H -1.41602 1.38058 0.52062 0.20 -0.23 0.04
C 2.53248 2.16213 1.23884 0.36 0.03 0.39
C 3.77074 2.08493 0.34938 -0.17 -0.40 -0.04
O 4.17558 0.74967 0.10097 -0.19 0.13 0.03
H 2.65340 1.46036 2.06670 -0.03 -0.09 -0.09
H 1.60929 1.90847 0.71371 -0.02 0.06 -0.03
H 2.46024 3.14742 1.70969 -0.22 0.05 -0.25
H 4.60524 2.56408 0.85830 0.04 0.08 -0.11
H 3.58765 2.59280 -0.60879 0.10 0.17 0.10
H 3.44842 0.32289 -0.37979 0.14 -0.03 -0.02
C -4.02968 -2.08097 -0.14299 0.05 -0.28 0.08
C -3.39294 -0.93460 -0.89389 -0.02 0.14 0.02
O -1.99985 -1.20545 -1.04837 0.01 -0.17 -0.15
H -3.39873 -2.36181 0.70068 -0.07 0.08 0.07
H -4.13087 -2.95980 -0.78042 0.08 0.02 -0.02
H -5.02445 -1.83039 0.22494 0.02 0.11 -0.02
H -3.52400 0.00447 -0.34204 -0.04 -0.08 0.00
H -3.88410 -0.85083 -1.87498 0.15 0.15 0.02
H -1.49892 -0.38654 -1.09435 -0.12 0.09 -0.02
C 2.77160 -2.04083 -2.43438 0.17 0.16 -0.08
C 1.54484 -1.17561 -2.23689 0.62 -0.15 0.22
O 1.92720 -0.00606 -1.49027 -0.16 -0.08 -0.17
H 3.25755 -2.28781 -1.49037 -0.20 -0.02 0.10
H 3.52147 -1.52951 -3.04016 -0.08 -0.04 -0.10
H 2.47480 -2.96831 -2.92427 0.11 0.00 -0.05
H 0.80833 -1.76190 -1.68277 -0.26 0.24 -0.10
H 1.16583 -0.86452 -3.21530 -0.24 -0.11 0.08
H 1.13250 0.49965 -1.29662 -0.10 0.00 0.10